Below is a 2-piece molecular cluster, C12H17N overall in a non-equilibrium geometry, with properties calculated with the ωB97M-V functional and the def2-TZVPD basis.

Structure (XYZ):
```
30
Properties=species:S:1:pos:R:3:forces:R:3
N -1.067590 -1.628735 1.016893 -0.01 0.65 1.73
C 0.337203 -1.681528 0.993964 -0.03 -0.20 -0.82
C 0.760518 -1.022066 -0.098144 0.27 2.53 -0.04
C -2.857853 0.785715 -1.237288 -0.49 -0.33 0.63
C 2.174184 2.104486 3.088003 -0.74 -0.09 -0.96
C -2.739974 -0.152614 -0.168296 -1.52 2.30 -0.44
C -1.797461 1.107272 -2.075592 2.01 -0.02 0.85
C -0.373968 -0.204704 -0.596108 0.13 -1.78 0.36
C -1.497864 -0.596687 0.162541 1.48 -1.46 -0.40
C 2.243934 -1.834187 -1.844969 0.06 -0.81 0.27
C 2.148988 -0.898002 -0.641033 0.15 0.30 -0.48
C -0.536030 0.624515 -1.682616 0.63 0.22 -1.05
C 1.176776 2.560067 2.039853 -2.05 0.09 -1.10
H 3.202290 -2.041640 -2.268177 1.07 0.66 -0.23
H 0.374167 0.876409 -2.254096 -0.63 -0.04 0.11
H 0.985050 -2.178333 1.731837 -0.87 -0.07 -0.43
H 1.904766 2.518178 4.048840 0.46 -0.05 0.35
H 1.599874 -1.470212 -2.628502 -0.27 0.11 -0.33
H 1.938759 -2.847864 -1.621220 -0.60 -0.20 0.40
H 3.134125 2.410710 2.704712 0.60 0.09 0.60
H 2.881010 -1.024523 0.159393 0.10 -0.52 -0.18
H 1.539748 3.253073 1.311958 1.07 0.25 -0.63
H 2.146155 1.015665 3.084129 0.16 0.01 0.50
H -3.615098 -0.234932 0.483493 0.30 -0.47 -0.28
H -1.476319 -1.726861 1.935615 -0.38 -0.05 -0.18
H 2.368714 0.109382 -1.042887 -0.41 -0.16 0.42
H 0.752501 1.724955 1.443456 0.27 0.34 0.38
H 0.298658 3.172814 2.322040 0.22 -0.69 0.84
H -1.722297 1.803034 -2.918940 -0.98 -0.23 0.40
H -3.795722 1.330914 -1.318420 -0.02 -0.38 -0.26
```
Forces are in eV/Å.

**E**: -14208.991 eV
**Frontier orbital gap**: 8.79 eV
**Energy relative to the best compared isomer or geometry (same formula, charge and spin)**: 1.347 eV
**LUMO level**: 0.9 eV
**SMILES string**: CCc1c[nH]c2ccccc12.CC
**Net charge**: 0
**Highest occupied orbital energy**: -7.92 eV

***

Below is a 3-piece molecular cluster, CH6O3 overall in a non-equilibrium geometry, with properties calculated with the ωB97M-V functional and the def2-TZVPD basis.

Structure (XYZ):
```
10
Properties=species:S:1:pos:R:3:forces:R:3
O -0.675622 2.638233 -0.054720 0.73 2.22 2.28
O -0.572817 -0.605833 -0.677513 -1.50 -0.49 0.04
O 2.664094 -1.302880 0.956958 0.05 -1.79 1.65
C -1.733124 -0.847785 -0.401746 0.65 1.90 0.74
H -2.511456 -0.032270 -0.268884 0.70 -0.39 -0.54
H 2.309978 -1.006716 0.144858 -0.69 0.49 -1.42
H 2.249237 -2.191321 1.106145 0.59 1.31 -0.24
H 0.071176 2.236511 0.393006 0.08 -0.09 0.01
H -2.114714 -1.801030 -0.066977 0.17 -0.98 -0.22
H -0.930709 2.045372 -0.695481 -0.77 -2.18 -2.29
```
Forces are in eV/Å.

**E**: -7275.611 eV
**Frontier orbital gap**: 11.10 eV
**Energy relative to the best compared isomer or geometry (same formula, charge and spin)**: 0.368 eV
**LUMO level**: 0.2 eV
**SMILES string**: C=O.O.O
**Net charge**: 0
**Highest occupied orbital energy**: -10.89 eV

***

Below is a 10-piece molecular cluster, C12H44N6O10 overall in a non-equilibrium geometry, with properties calculated with the ωB97M-V functional and the def2-TZVPD basis.

Structure (XYZ):
```
72
Properties=species:S:1:pos:R:3:forces:R:3
O 3.052616 -0.330170 -2.969480 2.19 5.30 2.08
O -1.358292 -3.690649 3.616415 0.55 0.49 -0.27
O -1.136763 -0.417555 4.204915 -0.02 -0.46 2.18
O -0.661804 6.238815 0.111794 0.80 -6.63 -1.26
O -0.274734 0.924708 -0.335241 -0.21 0.37 -0.19
O 1.601117 -0.856722 2.409808 2.93 5.88 1.21
O 3.228885 -3.838156 -0.333764 2.30 -1.09 -0.16
O 0.602879 1.534917 -4.689248 -0.94 0.74 -2.29
O -3.263147 -3.571294 1.560852 -2.61 -0.39 0.91
O -3.018608 1.682613 -0.508653 1.40 -0.70 0.17
N 2.744889 0.804207 3.664595 2.78 1.94 2.21
N 2.373682 1.645160 -2.062202 -2.13 3.08 1.43
N 0.307097 4.194093 0.604714 3.72 -0.89 6.49
N 4.520584 1.473466 -2.370529 4.47 3.31 1.04
N 1.785085 1.376945 1.777530 -1.48 0.51 -4.04
N -0.810735 4.295291 -1.271251 -1.91 1.34 -1.29
C -0.157397 -3.219087 2.934017 -1.52 -3.21 -1.09
C -0.568452 -0.854340 -1.930572 -0.85 -0.68 0.15
C -3.770338 1.569160 -1.670892 2.69 0.92 -1.74
C -0.429701 2.139889 -4.019104 -1.49 1.05 1.27
C 2.415283 -3.172020 -1.210250 -1.85 2.23 -1.03
C 3.372172 0.911849 -2.484016 -3.89 -7.38 -2.40
C -3.455799 -2.562584 0.651692 1.75 0.52 -1.43
C -1.937195 -0.202225 3.127410 -0.13 -1.50 -3.28
C 2.125817 0.392093 2.596523 -4.37 -6.16 -2.07
C 0.020871 -0.475473 -0.609748 0.37 0.93 -0.52
C -0.414198 4.900304 -0.141667 -2.84 8.59 -1.72
C 0.018344 -4.278454 1.841481 1.70 -0.67 -1.28
H -2.690861 0.542025 3.140052 -0.38 1.44 0.50
H 0.686439 -3.310842 3.577451 0.63 0.66 0.45
H 1.108094 -0.566562 -0.768505 -0.23 0.09 0.84
H 2.918913 0.119132 4.339619 0.47 -1.05 1.02
H 3.355456 1.666394 3.730233 -1.43 -1.60 -0.38
H 0.098879 -5.282463 2.252857 0.17 -0.01 0.23
H 5.372460 0.976622 -2.612696 -0.45 0.28 -0.04
H 1.252833 1.102874 0.883177 1.06 0.48 1.99
H -3.510107 1.994361 0.222091 -0.90 0.54 1.05
H -0.705914 3.322892 -1.546071 -0.06 0.33 0.60
H 4.166459 -3.739865 -0.643098 -1.35 -0.21 0.49
H -2.755195 -1.711561 0.757061 -0.49 0.19 0.60
H -1.256896 1.089621 -0.320832 0.91 -0.38 -0.05
H 1.386050 -3.261845 -0.875386 -0.15 0.37 0.95
H -1.266937 -0.143553 2.279896 0.20 1.17 -0.81
H 2.393730 2.168690 1.674199 0.07 0.20 0.11
H 2.543089 2.629560 -1.795054 -0.34 -1.08 -0.20
H 0.482156 4.574382 1.583296 -0.22 -0.68 -2.08
H -2.505732 -1.048548 2.711445 0.12 -0.66 1.48
H -1.133795 1.505124 -3.404958 1.09 0.22 -0.33
H -0.113978 -0.414622 -2.790224 0.59 0.67 -0.32
H 0.912979 -4.110912 1.185729 -0.13 0.07 1.11
H -0.682371 -4.404436 1.015947 -1.01 0.58 0.41
H -0.039043 2.982627 -3.447048 0.08 -0.12 0.73
H 1.033576 0.915264 -4.158889 1.27 -1.59 1.43
H -4.486424 -2.211910 0.589648 0.10 -0.24 0.17
H -1.603551 4.841985 -1.614537 0.50 -0.68 -0.58
H -1.613504 -0.607086 -1.950071 -0.71 0.13 -0.05
H 2.697194 -2.093969 -1.286180 -0.37 -0.68 -0.05
H -0.270949 -2.327864 2.383221 -0.14 1.66 0.40
H -3.085115 -2.941752 -0.298244 -0.68 0.02 -0.91
H -0.665137 0.398993 4.372594 0.22 -0.01 0.09
H -1.421595 -3.333877 4.503257 0.09 0.38 0.04
H 4.616581 2.461446 -1.894567 -0.16 -3.10 -1.45
H 1.501521 1.257643 -1.736322 0.03 -0.15 -0.35
H -3.386376 0.744991 -2.243011 0.24 -0.54 -0.22
H -4.766474 1.419244 -1.569970 -3.14 -0.39 0.83
H -2.369938 -3.731527 1.771510 1.57 -0.05 0.52
H -1.126251 2.682935 -4.650303 0.11 -0.31 -0.99
H 0.271301 3.218570 0.534691 -0.05 -1.58 -0.06
H -3.603542 2.452237 -2.292406 -0.20 0.15 -0.07
H -0.511727 -1.907353 -2.131988 0.11 -0.74 0.20
H 2.182527 -3.503360 -2.232741 1.42 -0.67 -0.23
H -0.320985 -1.028488 0.260004 0.16 -0.50 -0.16
```
Forces are in eV/Å.

**E**: -42568.674 eV
**Frontier orbital gap**: 9.22 eV
**Energy relative to the best compared isomer or geometry (same formula, charge and spin)**: 7.536 eV
**LUMO level**: -0.3 eV
**SMILES string**: NC(N)=O.NC(N)=O.NC(N)=O.CCO.CCO.CO.CO.CO.CO.CO
**Net charge**: 0
**Highest occupied orbital energy**: -9.47 eV

***

Below is one molecule with the formula C4H9ClOSi in a non-equilibrium geometry, with properties calculated with the ωB97M-V functional and the def2-TZVPD basis.

Structure (XYZ):
```
16
Properties=species:S:1:pos:R:3:forces:R:3
Cl -1.823291 -0.675835 -0.660174 -0.98 -0.20 -1.02
Si 0.980759 0.539542 -0.697997 0.11 -1.36 1.41
O 2.292269 0.219709 0.038942 0.05 1.01 -1.16
C 0.263498 -1.946593 0.518515 -2.59 -1.25 -0.62
C -0.270533 -0.542345 0.178748 -1.46 0.71 1.65
C 0.204745 1.679448 -1.904627 4.17 2.92 2.16
C -0.655981 0.285139 1.479509 1.28 -0.44 1.33
H -1.469812 0.992037 1.435082 -0.02 0.55 -1.01
H 0.262497 0.823654 1.883277 -1.09 -0.81 -0.20
H 0.312765 1.385147 -2.876131 0.35 -0.79 -2.67
H 1.222070 -1.944115 0.061106 0.95 -1.05 0.00
H -0.779076 1.777141 -1.667160 -2.88 0.31 0.72
H -1.086328 -0.380540 2.272422 0.86 0.07 -0.59
H 0.283276 -2.141095 1.594223 0.38 0.29 -0.16
H -0.498108 -2.786518 0.106582 2.05 1.97 0.60
H 0.761252 2.715229 -1.762316 -1.18 -1.93 -0.45
```
Forces are in eV/Å.

**E**: -26740.806 eV
**Frontier orbital gap**: 9.88 eV
**Energy relative to the best compared isomer or geometry (same formula, charge and spin)**: 2.803 eV
**LUMO level**: 0.2 eV
**SMILES string**: C[Si](=O)C(C)(C)Cl
**Net charge**: 0
**Highest occupied orbital energy**: -9.71 eV

***

Below is C10H10FeIN2O6 as an isolated structure, with properties calculated with the ωB97M-V functional and the def2-TZVPD basis.

Structure (XYZ):
```
30
Properties=species:S:1:pos:R:3:forces:R:3
I 0.207628 5.408886 -3.230980 0.02 0.02 0.02
Fe -0.002693 -0.304087 -1.599799 -0.08 0.05 0.03
O -3.479193 -1.179665 0.283408 -0.06 -0.17 0.04
O 3.443919 -0.522680 0.541059 0.09 -0.13 0.06
O -1.959284 -0.605799 -1.271816 0.03 -0.14 0.11
O -0.126198 1.603995 -1.901611 -0.28 0.15 -0.21
O 1.958400 -0.241749 -1.121665 0.02 -0.13 0.18
O 0.020713 -2.329534 4.115661 -0.08 -0.02 0.03
N -0.027601 -0.737527 0.395636 0.06 -0.21 -0.16
N 1.134317 2.857882 -0.518767 -0.06 -0.01 0.01
C -0.001487 2.701532 -1.266852 0.32 -0.04 0.14
C 1.134573 -0.916545 0.998453 0.03 -0.01 -0.07
C -0.951345 3.730719 -1.317509 -0.05 -0.01 -0.03
C 0.077843 -2.258285 -2.072588 0.09 -0.04 -0.02
C -1.181710 -1.115200 0.907196 -0.02 -0.06 -0.09
C 2.316567 -0.544396 0.086683 -0.24 0.27 -0.01
C -0.026847 -1.805330 2.861949 0.00 0.01 0.01
C -1.233178 -1.656073 2.177648 -0.03 0.05 -0.03
C -2.340855 -0.972827 -0.094472 0.15 0.38 0.06
C 1.186773 -1.450181 2.269968 0.00 0.05 -0.02
H -0.875608 -2.538120 4.406281 0.09 0.03 -0.04
H -1.873248 3.543177 -1.841205 -0.01 0.00 0.01
H 1.875387 2.208804 -0.740624 0.01 -0.01 0.00
H -0.370778 -2.281568 -3.067008 -0.02 0.00 -0.01
H -0.494689 -2.855841 -1.369383 0.01 -0.01 0.01
H 1.135005 -2.512478 -2.087617 0.00 0.00 0.00
H 2.129536 -1.598502 2.775703 0.00 -0.01 0.01
H 1.417466 3.802534 -0.315796 0.00 0.00 -0.04
H -2.184315 -1.962393 2.595577 0.00 -0.01 0.01
H -0.909095 4.531261 -0.597538 0.01 0.02 -0.01
```
Forces are in eV/Å.

**E**: -68288.593 eV
**Frontier orbital gap (spin up / spin down)**: 5.59 / 7.22 eV
**2S+1**: 5
**Energy relative to the best compared isomer or geometry (same formula, charge and spin)**: 0.573 eV
**LUMO level (spin up / spin down)**: 1.6 / 2.0 eV
**<S²>**: 6.30
**Net charge**: -1
**Highest occupied orbital energy (spin up / spin down)**: -4.02 / -5.25 eV